# 1
Here is a structure of composition C71H86AsBCrIO3P3SSi3 at a distorted geometry from the Open Molecules 2025 dataset. Energies are from wB97M-V/def2-TZVPD.

The geometry in XYZ format:
```
171
Properties=species:S:1:pos:R:3:lowdin_spin:R:1
Cr -0.85 -0.13 -0.38 3.83
O 0.28 0.22 1.42 0.03
S 1.40 -0.72 1.79 0.01
C 1.19 -1.28 3.53 0.00
C 2.37 -1.33 4.24 0.00
C 2.53 -1.91 5.51 0.00
C 1.45 -2.56 6.03 0.00
C 1.29 -3.30 7.33 0.00
C -0.12 -3.93 7.24 0.00
C -0.70 -3.37 5.98 0.00
C -1.95 -3.51 5.46 0.00
C -2.23 -2.81 4.29 0.00
C -1.31 -2.05 3.57 0.00
P -2.11 -1.03 2.24 0.01
C -3.31 -0.34 3.48 0.00
C -4.69 -0.51 3.44 0.00
C -5.50 0.03 4.43 0.00
C -4.94 0.74 5.47 0.00
C -3.57 0.91 5.53 0.00
C -2.76 0.38 4.54 0.00
C -3.27 -2.23 1.45 0.00
C -3.27 -3.61 1.62 0.00
C -4.27 -4.38 1.06 0.00
C -5.29 -3.79 0.33 0.00
C -5.26 -2.43 0.09 0.00
C -4.24 -1.66 0.63 0.00
C 0.03 -1.94 4.06 0.00
C 0.25 -2.59 5.30 0.00
C 2.82 0.36 2.07 0.00
C 2.78 1.43 2.94 0.00
C 3.95 2.06 3.40 0.00
C 5.16 1.51 3.07 0.00
C 6.58 1.84 3.48 0.00
C 7.44 0.69 2.88 0.00
C 6.49 -0.11 2.04 0.00
C 6.66 -1.22 1.24 0.00
C 5.56 -1.68 0.50 0.00
C 4.29 -1.14 0.62 0.00
P 3.01 -1.30 -0.67 0.00
C 3.76 -0.01 -1.76 0.00
C 5.12 0.15 -2.00 0.00
C 5.57 1.20 -2.79 0.00
C 4.66 2.08 -3.35 0.00
C 3.30 1.92 -3.12 0.00
C 2.86 0.88 -2.33 0.00
C 3.50 -2.85 -1.53 0.00
C 3.30 -4.04 -0.84 0.00
C 3.42 -5.25 -1.49 0.00
C 3.71 -5.30 -2.85 0.00
C 3.92 -4.11 -3.54 0.00
C 3.83 -2.90 -2.89 0.00
C 4.06 -0.14 1.60 0.00
C 5.20 0.41 2.20 0.00
H 3.26 -0.90 3.82 0.00
H 3.47 -1.86 6.02 0.00
H 1.38 -2.61 8.17 0.00
H 2.07 -4.06 7.44 0.00
H -0.74 -3.67 8.10 0.00
H -0.07 -5.01 7.19 0.00
H -2.72 -4.09 5.94 0.00
H -3.25 -2.84 3.93 0.00
H -5.16 -1.07 2.65 0.00
H -6.57 -0.11 4.38 0.00
H -5.57 1.17 6.24 0.00
H -3.13 1.47 6.34 0.00
H -1.69 0.53 4.58 0.00
H -2.47 -4.09 2.18 0.00
H -4.26 -5.46 1.20 0.00
H -6.09 -4.40 -0.08 0.00
H -6.03 -1.96 -0.50 0.00
H -4.18 -0.60 0.42 0.00
H 1.82 1.76 3.31 0.00
H 3.87 2.91 4.06 0.00
H 6.68 1.91 4.56 0.00
H 6.87 2.80 3.06 0.00
H 7.88 0.07 3.66 0.00
H 8.25 1.09 2.27 0.00
H 7.62 -1.69 1.14 0.00
H 5.72 -2.48 -0.21 0.00
H 5.83 -0.53 -1.56 0.00
H 6.63 1.32 -2.97 0.00
H 5.00 2.89 -3.97 0.00
H 2.59 2.60 -3.57 0.00
H 1.79 0.74 -2.15 0.00
H 3.02 -4.01 0.20 0.00
H 3.25 -6.17 -0.95 0.00
H 3.76 -6.24 -3.37 0.00
H 4.14 -4.14 -4.60 0.00
H 4.01 -1.98 -3.44 0.00
C 0.91 3.62 1.26 0.00
P 1.28 2.74 -0.32 0.01
C 0.00 3.56 -1.38 0.00
C 2.76 3.74 -0.79 0.00
C 3.96 3.36 -0.19 0.00
C 5.14 4.00 -0.50 0.00
C 5.16 5.04 -1.42 0.00
C 3.97 5.42 -2.02 0.00
C 2.79 4.78 -1.71 0.00
H 0.68 4.67 1.08 0.00
H 1.78 3.55 1.91 0.00
H 0.06 3.11 1.72 0.00
H -0.95 3.06 -1.19 0.00
H 0.23 3.41 -2.43 0.00
H -0.09 4.62 -1.16 0.00
H 3.97 2.54 0.51 0.00
H 6.07 3.69 -0.03 0.00
H 6.08 5.53 -1.68 0.00
H 3.97 6.23 -2.74 0.00
H 1.88 5.10 -2.21 0.00
I -0.15 -2.81 -0.07 0.02
C -0.73 -0.85 -6.47 0.00
Si -0.06 -0.08 -4.83 0.00
C 0.03 1.82 -5.17 0.00
C 1.77 -0.67 -4.91 0.00
As -1.45 -0.48 -2.84 0.02
Si -3.33 0.75 -3.74 0.00
C -3.79 0.74 -5.62 0.00
C -3.06 2.63 -3.50 0.00
C -4.90 0.07 -2.88 0.00
Si -2.02 -2.78 -3.51 0.00
C -2.95 -3.79 -2.18 0.00
C -3.18 -2.93 -5.05 0.00
C -0.36 -3.67 -3.87 0.00
H -0.18 -0.45 -7.31 0.00
H -1.78 -0.63 -6.64 0.00
H -0.61 -1.93 -6.47 0.00
H 0.80 2.04 -5.89 0.00
H 0.25 2.37 -4.26 0.00
H -0.91 2.19 -5.56 0.00
H 2.22 -0.30 -5.84 0.00
H 1.86 -1.75 -4.92 0.00
H 2.37 -0.29 -4.10 0.00
H -3.01 1.18 -6.22 0.00
H -4.68 1.35 -5.75 0.00
H -4.02 -0.25 -6.01 0.00
H -2.13 2.96 -3.94 0.00
H -3.04 2.87 -2.45 0.00
H -3.86 3.21 -3.96 0.00
H -5.79 0.64 -3.12 0.00
H -5.09 -0.96 -3.15 0.00
H -4.77 0.11 -1.80 0.00
H -3.30 -3.16 -1.37 0.00
H -2.30 -4.54 -1.73 0.00
H -3.81 -4.30 -2.59 0.00
H -4.16 -2.51 -4.85 0.00
H -3.33 -3.98 -5.28 0.00
H -2.80 -2.46 -5.94 0.00
H -0.02 -4.21 -2.99 0.00
H -0.44 -4.39 -4.68 0.00
H 0.43 -2.97 -4.13 0.00
C -2.61 4.41 1.23 0.00
C -3.20 2.99 1.37 0.00
C -3.85 2.93 2.75 0.00
O -2.13 2.05 1.26 0.00
B -2.18 1.37 0.06 0.02
O -3.35 1.70 -0.59 0.00
C -4.16 2.59 0.19 0.00
C -5.42 1.84 0.64 0.00
C -4.64 3.78 -0.66 0.00
H -1.88 4.55 2.02 0.00
H -3.39 5.15 1.35 0.00
H -2.11 4.55 0.27 0.00
H -3.11 3.19 3.50 0.00
H -4.23 1.95 2.98 0.00
H -4.67 3.65 2.79 0.00
H -5.18 1.01 1.31 0.00
H -6.09 2.52 1.16 0.00
H -5.92 1.44 -0.24 0.00
H -3.81 4.33 -1.10 0.00
H -5.22 4.46 -0.04 0.00
H -5.28 3.41 -1.46 0.00
```

The total energy is -8876.54820 Eh. Its spin multiplicity is 5. The HOMO energy (spin up / spin down) is -6.960 / -7.130 eV.

# 2
Here is a cluster of 15 separate species, C71H87N11O8 in total at a distorted geometry from the Open Molecules 2025 dataset. Energies are from wB97M-V/def2-TZVPD.

The geometry in XYZ format:
```
177
Properties=species:S:1:pos:R:3:lowdin_charge:R:1
N 3.85 -19.56 26.25 0.07
C 4.76 -18.61 26.12 -0.15
C 4.52 -17.46 25.35 -0.09
C 3.36 -17.37 24.63 -0.08
C 2.39 -18.36 24.84 -0.07
C 2.70 -19.39 25.69 -0.20
H 5.73 -18.74 26.61 0.12
H 5.17 -16.62 25.41 0.09
H 3.08 -16.52 24.05 0.09
H 1.43 -18.28 24.39 0.07
H 1.90 -20.09 25.95 0.11
N 2.42 -18.14 30.89 0.06
C 1.48 -18.49 30.00 -0.16
C 1.43 -18.15 28.64 -0.07
C 2.49 -17.36 28.12 -0.07
C 3.49 -16.95 29.05 -0.06
C 3.30 -17.31 30.39 -0.19
H 0.72 -19.17 30.41 0.10
H 0.63 -18.58 28.00 0.10
H 2.53 -17.09 27.00 0.11
H 4.31 -16.34 28.72 0.07
H 3.99 -16.93 31.12 0.09
N -2.44 -19.38 28.98 0.06
C -2.81 -18.13 29.24 -0.13
C -3.30 -17.33 28.20 -0.08
C -3.29 -17.79 26.91 -0.08
C -2.88 -19.11 26.66 -0.08
C -2.45 -19.84 27.71 -0.15
H -2.90 -17.82 30.24 0.09
H -3.52 -16.31 28.41 0.09
H -3.54 -17.11 26.02 0.11
H -3.03 -19.53 25.72 0.07
H -2.19 -20.89 27.57 0.09
N 5.53 -17.89 20.41 0.06
C 5.49 -18.87 21.30 -0.17
C 5.24 -20.15 20.98 -0.09
C 4.92 -20.44 19.68 -0.08
C 4.75 -19.41 18.77 -0.07
C 5.14 -18.15 19.18 -0.18
H 5.88 -18.61 22.28 0.10
H 5.27 -20.95 21.69 0.10
H 4.59 -21.43 19.35 0.11
H 4.21 -19.52 17.80 0.11
H 5.16 -17.31 18.49 0.11
N 3.25 -14.33 25.98 0.09
C 4.20 -14.26 26.90 -0.15
C 4.33 -13.19 27.78 -0.08
C 3.63 -12.05 27.59 -0.08
C 2.73 -12.11 26.54 -0.03
C 2.51 -13.29 25.83 -0.17
H 4.82 -15.11 27.13 0.08
H 5.16 -13.19 28.45 0.10
H 3.65 -11.21 28.27 0.10
H 2.04 -11.31 26.38 0.10
H 1.77 -13.25 25.06 0.07
N -2.05 -22.18 24.17 0.07
C -1.09 -22.19 25.02 -0.18
C -1.08 -22.87 26.25 -0.06
C -2.28 -23.47 26.62 -0.09
C -3.37 -23.44 25.75 -0.05
C -3.17 -22.76 24.55 -0.15
H -0.30 -21.58 24.77 0.07
H -0.19 -22.84 26.89 0.11
H -2.31 -23.97 27.57 0.10
H -4.31 -23.95 25.86 0.10
H -4.01 -22.74 23.89 0.10
N -5.63 -14.78 18.36 0.05
C -4.95 -15.90 18.03 -0.17
C -4.75 -16.90 18.92 -0.09
C -5.22 -16.76 20.19 -0.09
C -5.94 -15.66 20.55 -0.09
C -6.08 -14.63 19.63 -0.14
H -4.66 -16.03 16.96 0.12
H -4.21 -17.77 18.58 0.10
H -5.04 -17.56 20.88 0.08
H -6.18 -15.50 21.62 0.10
H -6.66 -13.76 19.80 0.09
N -6.54 -18.21 22.90 0.08
C -7.83 -17.69 22.88 -0.14
C -8.61 -17.43 23.97 -0.08
C -8.01 -17.62 25.19 -0.10
C -6.71 -18.07 25.29 -0.08
C -6.03 -18.37 24.10 -0.17
H -8.16 -17.57 21.81 0.12
H -9.63 -17.16 23.95 0.09
H -8.62 -17.43 26.06 0.10
H -6.25 -18.33 26.27 0.11
H -5.07 -18.82 24.27 0.09
N -4.83 -15.36 24.54 0.08
C -5.64 -14.66 25.28 -0.15
C -6.07 -13.39 24.85 -0.09
C -5.55 -12.80 23.71 -0.06
C -4.68 -13.62 22.96 -0.08
C -4.29 -14.80 23.48 -0.20
H -6.16 -15.03 26.15 0.10
H -6.75 -12.83 25.49 0.10
H -5.97 -11.89 23.23 0.12
H -4.26 -13.31 21.98 0.10
H -3.74 -15.56 22.88 0.09
N 1.10 -19.52 16.85 0.06
C 0.62 -20.80 16.84 -0.16
C -0.06 -21.40 15.83 -0.06
C -0.29 -20.56 14.70 -0.07
C 0.17 -19.26 14.72 -0.09
C 0.84 -18.77 15.81 -0.18
H 0.82 -21.20 17.80 0.09
H -0.43 -22.42 16.00 0.10
H -0.95 -20.89 13.87 0.11
H -0.09 -18.58 13.91 0.11
H 1.27 -17.77 15.69 0.11
N 1.94 -12.02 21.07 0.07
C 2.70 -12.39 20.02 -0.15
C 3.79 -13.26 20.10 -0.08
C 3.92 -13.94 21.29 -0.07
C 3.08 -13.62 22.34 -0.07
C 2.14 -12.68 22.18 -0.18
H 2.58 -11.82 19.08 0.10
H 4.44 -13.32 19.15 0.13
H 4.65 -14.69 21.39 0.09
H 3.16 -14.10 23.25 0.06
H 1.54 -12.42 23.04 0.07
O 0.35 -16.13 17.74 0.08
C 0.40 -16.18 18.95 -0.49
O -0.39 -15.54 19.84 -0.01
C -1.39 -14.69 19.26 -0.23
C -2.08 -14.06 20.38 -0.08
C 1.42 -17.06 19.74 0.03
H -2.17 -15.24 18.68 0.13
H -0.88 -13.96 18.63 0.13
H -1.47 -13.30 20.85 0.07
H -2.37 -14.79 21.14 0.06
H -2.99 -13.53 20.03 0.09
H 1.43 -16.79 20.80 0.07
H 2.41 -16.96 19.36 0.05
H 1.20 -18.14 19.57 0.09
O -2.50 -17.22 22.26 0.08
C -1.47 -17.70 22.66 -0.49
O -0.53 -16.94 23.30 -0.03
C -0.91 -15.66 23.82 -0.20
C -0.28 -15.50 25.17 -0.04
C -0.93 -19.08 22.38 0.04
H -1.96 -15.75 24.04 0.08
H -0.64 -14.84 23.17 0.13
H 0.75 -15.60 25.10 0.03
H -0.77 -16.00 25.99 0.08
H -0.39 -14.45 25.41 0.06
H -1.55 -19.78 22.93 0.07
H 0.16 -19.11 22.64 0.10
H -1.05 -19.25 21.35 0.07
O 1.87 -11.12 29.77 0.08
C 1.30 -11.25 30.82 -0.47
O 1.07 -12.46 31.38 -0.01
C 1.58 -13.61 30.70 -0.21
C 0.52 -14.21 29.79 -0.05
C 0.84 -10.01 31.68 0.04
H 1.91 -14.37 31.43 0.13
H 2.46 -13.33 30.09 0.11
H -0.37 -14.57 30.39 0.10
H 1.00 -15.09 29.43 0.04
H 0.25 -13.69 28.91 0.06
H -0.23 -9.95 31.72 0.07
H 1.16 -9.13 31.16 0.07
H 1.23 -10.03 32.70 0.08
O -0.10 -11.87 24.36 0.05
C -0.92 -11.01 24.07 -0.46
O -1.98 -10.55 24.77 -0.01
C -2.12 -11.17 26.10 -0.16
C -2.77 -12.53 25.97 -0.07
C -0.89 -10.18 22.74 0.04
H -2.79 -10.54 26.63 0.11
H -1.11 -11.33 26.53 0.12
H -3.79 -12.53 25.57 0.05
H -2.83 -13.02 26.95 0.09
H -2.32 -13.20 25.24 0.06
H -1.66 -10.55 22.09 0.07
H 0.02 -10.36 22.24 0.04
H -1.01 -9.12 22.90 0.08
```

The total energy is -3961.76848 Eh. The HOMO energy is -9.274 eV.